# 1
A 2-piece molecular cluster, C3H5NS2 overall in a non-equilibrium geometry. Source: the OMol25 dataset; level of theory: ωB97M-V with the def2-TZVPD basis set.

## Properties
SMILES: [H]/N=C\S.C=C=S
HOMO energy: -8.6 eV
Frontier orbital gap: 8.57 eV
Energy above the lowest of the compared OMol25 structures with the same formula, charge and spin: 3.016 eV
Total charge: 0

Atoms and positions in Å:
1 N 0.702 -0.003 -0.754
2 H -0.750 2.813 1.558
3 H -0.081 -0.007 -1.422
4 C -0.892 0.863 1.348
5 C 1.189 -1.080 -0.512
6 H -0.540 -2.392 -1.743
7 C -0.805 2.042 0.821
8 S -0.965 -0.575 1.987
9 H -0.583 2.089 -0.189
10 S 0.627 -2.727 -1.295
11 H 2.098 -1.025 0.201

***

# 2
One molecule with the formula C3H5NS2. Source: the OMol25 dataset; level of theory: ωB97M-V with the def2-TZVPD basis set.

## Properties
SMILES: CC(=S)NC=S
HOMO energy: -8.0 eV
Frontier orbital gap: 7.42 eV
Energy above the lowest of the compared OMol25 structures with the same formula, charge and spin: 0.774 eV
Total charge: 0

Atoms and positions in Å:
1 S -0.176 2.203 -0.004
2 H 2.514 -1.259 -0.026
3 C -0.360 0.577 -0.009
4 C 2.036 -0.262 -0.006
5 H 0.316 -1.313 0.016
6 H -2.247 0.307 -0.858
7 H -2.308 0.300 0.878
8 C -1.731 -0.061 0.005
9 N 0.651 -0.365 -0.005
10 H -1.691 -1.170 0.003
11 S 2.996 1.045 0.005

***

# 3
One molecule with the formula C3H5NS3 in a non-equilibrium geometry. Source: the OMol25 dataset; level of theory: ωB97M-V with the def2-TZVPD basis set.

## Properties
SMILES: S=C/C(CS)=N/S
HOMO energy: -8.9 eV
Frontier orbital gap: 7.37 eV
Energy above the lowest of the compared OMol25 structures with the same formula, charge and spin: 2.366 eV
Total charge: 0

Atoms and positions in Å:
1 H 0.644 2.173 -1.069
2 S -0.078 -1.736 1.662
3 H -1.303 0.409 1.601
4 H -1.088 2.000 0.846
5 H -3.019 -0.763 0.126
6 N 0.756 -0.871 0.420
7 C 1.083 1.183 -0.793
8 S -2.515 0.570 -0.383
9 C 0.288 0.371 0.197
10 H 0.992 -2.679 1.863
11 S 2.355 0.572 -1.703
12 C -0.988 0.855 0.678

***

# 4
A 2-piece molecular cluster, C3H5NS3 overall in a non-equilibrium geometry. Source: the OMol25 dataset; level of theory: ωB97M-V with the def2-TZVPD basis set.

## Properties
HOMO energy (spin up / spin down): -6.0 / -5.5 eV
Frontier orbital gap (spin up / spin down): 4.72 / 3.61 eV
Energy above the lowest of the compared OMol25 structures with the same formula, charge and spin: 4.181 eV
Total charge: 0

Atoms and positions in Å:
1 H -2.030 -0.104 -1.274
2 C -1.016 -0.170 -1.423
3 S -1.687 0.531 1.767
4 C 1.502 -0.138 -0.759
5 S 0.101 -1.247 -0.746
6 H -0.841 -1.482 1.721
7 H 1.720 2.030 -1.134
8 H 2.354 -0.511 -0.233
9 N -0.609 -0.682 2.241
10 H -0.418 -0.589 3.203
11 C 1.229 1.057 -1.317
12 S -0.304 1.305 -2.046

***

# 5
An isolated ion of composition C3H5O2 and charge -1 in a non-equilibrium geometry. Source: the OMol25 dataset; level of theory: ωB97M-V with the def2-TZVPD basis set.

## Properties
HOMO energy: -1.3 eV
Frontier orbital gap: 5.92 eV
Energy above the lowest of the compared OMol25 structures with the same formula, charge and spin: 5.513 eV
Total charge: -1

Atoms and positions in Å:
1 O -0.341 -1.081 -0.666
2 C 0.495 -0.845 0.438
3 H -1.219 1.173 -0.944
4 H -0.783 0.160 -2.241
5 C 0.187 0.614 0.780
6 H 1.562 -1.015 0.207
7 O -0.488 0.953 1.794
8 C -0.636 0.252 -1.144
9 H 1.037 1.281 0.493
10 H 0.186 -1.490 1.283

***

# 6
An isolated ion of composition C3H5O2 and charge -1. Source: the OMol25 dataset; level of theory: ωB97M-V with the def2-TZVPD basis set.

## Properties
SMILES: CCC(=O)[O-]
HOMO energy: -3.8 eV
Frontier orbital gap: 8.24 eV
Energy above the lowest of the compared OMol25 structures with the same formula, charge and spin: 0.003 eV
Total charge: -1

Atoms and positions in Å:
1 H -1.259 0.901 -0.256
2 H 0.778 0.109 -1.563
3 O 0.341 1.942 1.348
4 C 0.365 0.707 1.163
5 H -0.489 -1.158 -1.670
6 C 0.152 -0.591 -1.008
7 O 1.047 -0.152 1.765
8 H -1.205 -0.631 0.640
9 H 0.881 -1.241 -0.531
10 C -0.611 0.114 0.111

***

# 7
A 2-piece molecular cluster, C3H5O2 overall in a non-equilibrium geometry. Source: the OMol25 dataset; level of theory: ωB97M-V with the def2-TZVPD basis set.

## Properties
HOMO energy: -16.5 eV
Frontier orbital gap: 11.44 eV
Energy above the lowest of the compared OMol25 structures with the same formula, charge and spin: 1.042 eV
Total charge: +1

Atoms and positions in Å:
1 C -1.422 0.198 0.040
2 O 1.055 0.320 0.170
3 H -1.418 0.919 -0.814
4 C 2.048 -0.328 0.278
5 H 2.032 -1.456 0.261
6 H 3.002 0.177 0.225
7 C -0.512 -0.822 -0.116
8 H -1.129 0.648 0.908
9 H -2.502 -0.171 0.190
10 O -0.020 -1.811 -0.392

***

# 8
A 2-piece molecular cluster, C3H5O2P overall in a non-equilibrium geometry. Source: the OMol25 dataset; level of theory: ωB97M-V with the def2-TZVPD basis set.

## Properties
SMILES: O=C=O.C=CP
HOMO energy: -9.1 eV
Frontier orbital gap: 9.66 eV
Energy above the lowest of the compared OMol25 structures with the same formula, charge and spin: 0.855 eV
Total charge: 0

Atoms and positions in Å:
1 C -0.078 -1.247 -1.229
2 H 1.413 -0.119 0.753
3 C 0.358 0.042 -1.195
4 O -2.409 1.106 1.588
5 P 1.941 0.462 -0.454
6 H 0.452 -1.931 -0.562
7 H -0.933 -1.482 -1.844
8 H -0.232 0.702 -1.798
9 O -0.614 0.093 2.636
10 C -1.525 0.609 2.138
11 H 1.626 1.765 -0.034

***

# 9
A 2-piece molecular cluster, C3H5O3 overall in a non-equilibrium geometry. Source: the OMol25 dataset; level of theory: ωB97M-V with the def2-TZVPD basis set.

## Properties
HOMO energy: -2.6 eV
Frontier orbital gap: 6.56 eV
Energy above the lowest of the compared OMol25 structures with the same formula, charge and spin: 0.849 eV
Total charge: -1

Atoms and positions in Å:
1 H -1.218 -0.720 1.255
2 H -2.204 -0.742 -0.225
3 C -1.202 -0.568 0.178
4 O 3.267 0.470 -0.070
5 O 1.953 -1.407 -0.015
6 H -1.486 1.570 0.324
7 H -0.514 -1.283 -0.260
8 O 0.513 1.170 0.247
9 C 2.475 -0.373 -0.024
10 H -0.873 1.006 -1.267
11 C -0.713 0.877 -0.143

***

# 10
C3H5O3 as an isolated structure in a non-equilibrium geometry. Source: the OMol25 dataset; level of theory: ωB97M-V with the def2-TZVPD basis set.

## Properties
HOMO energy: -3.7 eV
Frontier orbital gap: 8.13 eV
Energy above the lowest of the compared OMol25 structures with the same formula, charge and spin: 1.145 eV
Total charge: -1

Atoms and positions in Å:
1 C 1.015 2.139 0.448
2 O -0.951 0.113 -0.421
3 O 0.563 1.955 -0.772
4 H -0.053 0.928 -0.629
5 H -0.032 -0.918 1.099
6 C -0.591 -1.005 0.147
7 O 2.003 1.639 0.929
8 H 0.317 2.782 1.033
9 C -0.706 -2.233 -0.440
10 H -1.503 -2.327 -1.174
11 H -0.063 -3.074 -0.221

***

# 11
C3H5O3S as an isolated structure in a non-equilibrium geometry. Source: the OMol25 dataset; level of theory: ωB97M-V with the def2-TZVPD basis set.

## Properties
HOMO energy: -2.3 eV
Frontier orbital gap: 6.10 eV
Energy above the lowest of the compared OMol25 structures with the same formula, charge and spin: 2.804 eV
Total charge: -1

Atoms and positions in Å:
1 H 1.080 -0.978 -1.345
2 H 2.766 0.373 0.479
3 S 0.255 1.109 0.638
4 O 0.126 1.973 -0.664
5 O 2.512 0.136 -0.437
6 H -2.921 -0.451 -0.117
7 H -2.326 1.101 -0.700
8 O 1.303 -1.554 0.688
9 H -1.034 -1.066 1.217
10 C -2.161 0.205 -0.122
11 C 1.477 -0.789 -0.226
12 C -1.077 -0.058 0.590

***

# 12
An isolated ion of composition C3H5O3S and charge -1 in a non-equilibrium geometry. Source: the OMol25 dataset; level of theory: ωB97M-V with the def2-TZVPD basis set.

## Properties
SMILES: CCC(=O)OS[O-]
HOMO energy: -2.4 eV
Frontier orbital gap: 6.40 eV
Energy above the lowest of the compared OMol25 structures with the same formula, charge and spin: 1.233 eV
Total charge: -1

Atoms and positions in Å:
1 H -0.497 -0.823 0.863
2 O -1.130 -0.510 -1.608
3 S -2.421 0.042 -0.431
4 H 1.618 1.168 -0.129
5 C 0.087 -0.826 -1.136
6 C 0.407 -0.542 0.332
7 H -0.088 1.458 0.148
8 C 0.755 0.932 0.499
9 H 0.985 1.269 1.552
10 H 1.319 -1.028 0.727
11 O 0.945 -1.322 -1.845
12 O -1.981 0.181 1.027